Record 1
C9H17N2S | ωB97M-V/def2-TZVPD

Kohn-Sham gap = 0.32845 Ha
Total energy = -860.43862 a.u.

The geometry in ORCA input format:
```
! RIJCOSX wB97M-V def2-TZVPD def2/J DEFGRID3
* xyz 1 1
C -3.2954 -1.7466 0.2663
C -0.2631 1.3748 -0.8317
C -2.2964 -0.6974 0.8213
C -1.6885 1.0908 -0.8483
C -2.2017 -0.2853 -0.5704
C 1.9595 -0.1926 1.7591
C 1.8093 -1.0088 -0.7660
C 2.8119 1.1140 -0.2521
C 1.7202 0.1486 0.2577
N -3.0802 -1.1499 -1.0542
N 0.3048 0.7191 0.3132
S -2.5247 1.1586 0.8345
H -3.0162 -2.7519 0.2197
H -4.2431 -1.5488 0.6946
H 0.1364 1.1361 -1.8631
H -0.1720 2.4449 -0.6664
H -1.4369 -0.9633 1.5370
H -2.3418 1.6329 -1.4784
H 2.8874 0.1855 2.1171
H 1.1587 0.0460 2.3392
H 2.1074 -1.3347 1.8634
H 2.9077 -1.2803 -0.8670
H 1.5375 -0.6459 -1.6607
H 1.3251 -1.8620 -0.4928
H 3.0284 1.2420 -1.2996
H 2.4827 1.9927 0.2048
H 3.8194 0.8591 0.1678
H -3.8043 -1.0517 -1.8234
H 0.3681 1.3742 1.0785
*
```

Here are the Löwdin charges for atoms 1 to 4, given in e:
1. C -0.057
2. C -0.236
3. C -0.321
4. C -0.342

=====

Record 2
C9H17N3 | ωB97M-V/def2-TZVPD

SMILES string = C=[N+](C)[C@H](C)C/N=[N+]1/CC12CC2
Kohn-Sham gap = 0.36491 Ha
Total energy = -516.54223 a.u.

The geometry in ORCA input format:
```
! RIJCOSX wB97M-V def2-TZVPD def2/J DEFGRID3
* xyz 2 1
C 2.5687 -1.5119 0.7232
C -3.4204 -1.4603 -0.1774
C -3.6559 -0.8464 1.2031
C -3.1309 1.2532 -0.6879
C -3.0699 -0.0337 0.0535
C 1.8781 1.8793 0.2100
C 3.8035 -0.3261 -0.9113
C 0.1679 0.0219 0.2275
C 1.5769 0.4633 -0.3717
N -0.7076 1.0123 -0.2399
N -1.8832 0.8240 -0.2674
N 2.6271 -0.5397 -0.1044
H 1.7187 -1.9548 1.3905
H 3.4048 -2.0843 1.0103
H -2.7354 -2.3224 -0.5018
H -4.2158 -1.6152 -0.7973
H -4.5920 -0.7201 1.4971
H -2.9901 -1.1734 2.0582
H -3.3907 1.4667 -1.7422
H -3.5865 1.9929 -0.0285
H 1.0601 2.4403 -0.0454
H 2.0725 1.8301 1.3111
H 2.7800 2.3522 -0.2972
H 3.5487 -0.7505 -1.8801
H 4.6160 -1.0157 -0.5758
H 4.0189 0.7139 -0.8237
H 0.0951 0.2660 1.3459
H 0.0032 -0.9112 -0.1826
H 1.4380 0.7496 -1.3957
*
```

Here are the Löwdin charges for atoms 1 to 4, given in e:
1. C 0.203
2. C -0.028
3. C 0.039
4. C 0.057

=====

Record 3
C9H17N3O3 | ωB97M-V/def2-TZVPD

SMILES string = N/C(=C/O)ONO[C@H](N)C1=CCCCC1
Kohn-Sham gap = 0.33629 Ha
Total energy = -742.91267 a.u.

The geometry in ORCA input format:
```
! RIJCOSX wB97M-V def2-TZVPD def2/J DEFGRID3
* xyz 0 1
C 0.0422 2.9896 0.0634
C 1.5937 -0.6540 -1.9469
C 0.3244 0.2260 -2.0732
C 1.2884 -1.9891 -1.2672
C -0.7246 0.0084 -1.0831
C 0.6703 -1.6143 0.1085
C -1.6446 -1.1509 1.0344
C -0.2711 2.0132 0.9000
C -0.5545 -0.7151 0.0024
N -1.8643 0.8516 2.1608
N -1.0435 -1.7563 2.2186
N 0.6776 1.0570 1.3767
O -1.0227 3.8383 -0.3825
O -2.5300 -0.0787 1.3544
O -1.5877 1.9880 1.3664
H 0.9945 3.2595 -0.3153
H 1.9916 -1.0043 -2.8911
H 2.4365 -0.2412 -1.4939
H 0.3683 1.3028 -1.9825
H -0.1732 0.1773 -3.0163
H 0.5730 -2.4919 -1.8987
H 2.0803 -2.6564 -1.0239
H -1.8177 3.5784 0.0103
H -1.6666 0.5248 -1.1861
H 0.3662 -2.4550 0.5712
H 1.4728 -1.1030 0.7156
H -2.3429 -1.8698 0.5655
H -2.7256 1.1211 2.7210
H -1.8353 -2.1482 2.7418
H -0.3974 -1.0526 2.6712
H 0.9639 0.5887 0.5602
H 1.4132 1.3358 1.9234
*
```

Here are the Löwdin charges for atoms 1 to 4, given in e:
1. C -0.080
2. C -0.164
3. C -0.153
4. C -0.164

=====

Record 4
C9H17NO | ωB97M-V/def2-TZVPD

SMILES string = CO[C@@H]1[C@@H](N=C(C)C)C1(C)C
Kohn-Sham gap = 0.32373 Ha
Total energy = -482.97067 a.u.

The geometry in ORCA input format:
```
! RIJCOSX wB97M-V def2-TZVPD def2/J DEFGRID3
* xyz 0 1
C -2.5137 -0.4904 0.0845
C -0.1837 -0.2141 -0.5794
C 1.2260 -0.5870 0.4815
C 1.0175 0.7439 -0.1056
C -3.5445 0.1428 0.9963
C -2.9550 -1.5817 -0.9415
C 0.6044 1.9175 0.8282
C 2.0033 1.2981 -1.1328
C 3.4971 -1.3245 0.3688
N -1.3266 -0.0176 0.1855
O 2.1589 -1.4980 -0.0337
H -0.0758 -0.5669 -1.7419
H 0.8908 -0.8440 1.4262
H -4.3873 -0.3796 1.1486
H -3.0841 0.5480 2.0047
H -3.8597 1.0628 0.4695
H -3.9275 -2.0544 -0.7552
H -2.2446 -2.3968 -1.0671
H -3.0947 -1.0617 -1.9575
H 0.5996 2.7393 0.1978
H 1.2502 2.1226 1.7070
H -0.3516 1.7471 1.2161
H 2.5819 0.4220 -1.6629
H 2.8316 2.0226 -0.6888
H 1.4032 1.9241 -1.8553
H 3.9214 -0.5198 -0.2898
H 3.9275 -2.3152 0.3585
H 3.6353 -0.8390 1.3380
*
```

Here are the Löwdin charges for atoms 1 to 4, given in e:
1. C -0.355
2. C -0.106
3. C -0.143
4. C -0.464

=====

Record 5
C9H17NO2P | ωB97M-V/def2-TZVPD

Kohn-Sham gap = 0.33573 Ha
Total energy = -899.42029 a.u.

The geometry in ORCA input format:
```
! RIJCOSX wB97M-V def2-TZVPD def2/J DEFGRID3
* xyz 1 1
C -0.1155 0.1543 0.2882
C -1.3395 0.0336 0.2033
C 3.4551 -0.4852 -0.4271
C 4.0911 -1.7111 -1.0804
C 1.1846 1.8503 -0.5868
C 1.8456 0.9611 1.6873
C -4.0768 0.2220 1.4411
C -3.3660 -1.6073 -0.8825
C 1.3134 0.5393 0.3019
N 2.0918 -0.5880 -0.1984
O 4.0787 0.5119 0.0038
O -3.4651 0.9934 -1.0721
P -3.0371 -0.1435 -0.0149
H 3.5783 -1.7987 -2.0441
H 5.1382 -1.6158 -1.0654
H 4.1433 -2.6166 -0.4859
H 2.2799 2.1260 -0.7878
H 0.5787 2.6666 -0.1576
H 0.7403 1.5755 -1.5583
H 2.7812 1.4457 1.5694
H 2.0331 0.0187 2.2556
H 1.2773 1.6723 2.3274
H -4.2709 -0.6652 2.1117
H -5.0251 0.5316 1.1825
H -3.5115 0.9376 2.0817
H -4.5363 -1.6091 -0.8128
H -3.2470 -2.6754 -0.6097
H -3.0072 -1.4517 -1.9091
H 1.4554 -1.0771 -0.8397
H -3.0682 1.8048 -0.9214
*
```

Here are the Löwdin charges for atoms 1 to 4, given in e:
1. C 0.035
2. C -0.066
3. C -0.444
4. C 0.015

=====

Record 6
C9H18BF3 | ωB97M-V/def2-TZVPD

SMILES string = CCCCB(CCCC)C(F)(F)F
Kohn-Sham gap = 0.41655 Ha
Total energy = -678.19629 a.u.

The geometry in ORCA input format:
```
! RIJCOSX wB97M-V def2-TZVPD def2/J DEFGRID3
* xyz 0 1
B -0.4642 -1.0511 -0.0236
C -3.7854 2.9272 0.0714
C 4.6791 -0.4888 0.0253
C -0.7677 0.4806 -0.0866
C 0.9718 -1.6694 0.0028
C -2.3407 2.4639 -0.0647
C 3.4970 -1.4499 0.0082
C -2.2236 0.9444 0.0355
C 2.1622 -0.7074 0.0046
C -1.6918 -2.1161 -0.0016
F -2.5200 -1.9981 -1.0658
F -2.4783 -1.9883 1.0928
F -1.3040 -3.4146 -0.0046
H -4.1911 2.6290 1.0356
H -4.4013 2.4855 -0.7087
H -3.8512 4.0097 -0.0097
H 4.6515 0.1347 0.9164
H 4.6556 0.1609 -0.8469
H 5.6181 -1.0367 0.0194
H -0.3665 0.8542 -1.0376
H -0.1703 1.0015 0.6698
H 1.0725 -2.3517 -0.8504
H 1.0555 -2.3346 0.8708
H -1.9433 2.7949 -1.0276
H -1.7364 2.9269 0.7196
H 3.5597 -2.0850 -0.8784
H 3.5468 -2.0996 0.8850
H -2.8241 0.4892 -0.7535
H -2.6322 0.6172 0.9932
H 2.1131 -0.0641 -0.8761
H 2.1092 -0.0646 0.8856
*
```

Here are the Löwdin charges for atoms 1 to 4, given in e:
1. B -0.129
2. C -0.116
3. C -0.118
4. C -0.109

=====

Record 7
C9H18BF4LiO5 | ωB97M-V/def2-TZVPD

Kohn-Sham gap = 0.27949 Ha
Total energy = -1161.90580 a.u.

The geometry in ORCA input format:
```
! RIJCOSX wB97M-V def2-TZVPD def2/J DEFGRID3
* xyz 0 1
Li 20.9900 37.6930 12.4260
B 22.0330 34.4810 12.0470
F 22.2850 35.8190 12.1000
F 22.5690 33.7770 13.1900
F 20.6600 34.1910 12.0500
F 22.5450 33.9600 10.8620
C 20.4660 40.1460 10.1960
O 20.2220 39.7270 11.6070
H 19.4980 40.6390 9.9660
H 20.4300 39.2020 9.6450
H 21.3770 40.4560 10.3630
H 20.0480 40.5380 12.2340
C 23.3400 39.2980 12.0720
O 22.6620 38.7680 13.1960
H 23.2630 38.8320 10.9830
H 24.5460 39.4120 12.2650
H 23.0370 40.3840 11.8340
H 23.2910 39.1730 14.0410
C 20.2140 38.2720 15.3870
O 19.8400 38.0090 14.0320
H 20.7900 37.4290 15.9620
H 19.3690 38.6110 15.9990
H 20.6750 39.2040 15.4600
H 18.8570 37.7520 14.0580
C 17.2290 34.9660 8.9840
C 18.2300 35.1570 9.8920
C 18.3100 36.2630 10.7380
C 17.5350 37.3500 10.4280
C 16.5320 37.2300 9.4280
C 16.2960 35.9770 8.8060
O 15.3770 35.8980 7.8880
O 19.2420 36.4280 11.7760
H 17.2020 33.9290 8.7020
H 18.8550 34.3630 10.0500
H 17.6490 38.4470 10.8340
H 15.8990 37.9880 9.1160
H 14.8720 36.6470 7.7880
H 19.4520 35.3730 11.7330
*
```

Here are the Löwdin charges for atoms 1 to 4, given in e:
1. Li 0.703
2. B -1.254
3. F 0.128
4. F 0.057

=====

Record 8
C9H18BIO9S | ωB97M-V/def2-TZVPD

SMILES string = COC[C@](C[C@@H](C)I)(OC=O)B(O)O.O=S1(=O)OCCO1
Kohn-Sham gap = 0.33432 Ha
Total energy = -1751.49869 a.u.

The geometry in ORCA input format:
```
! RIJCOSX wB97M-V def2-TZVPD def2/J DEFGRID3
* xyz 0 1
C -0.3703 4.5005 -1.5860
O -0.1077 3.1707 -1.0055
C -0.4620 2.0892 -1.9858
C -0.4421 0.6861 -1.1163
C 1.0883 0.4205 -0.5671
C 2.0371 -0.4756 -1.5540
C 2.0936 0.0057 -3.1169
I 4.1132 -0.1932 -0.7808
O -0.8269 -0.5117 -1.8774
C -2.0705 -0.3314 -2.6388
O -1.9886 -0.0496 -3.9480
B -1.4456 0.9867 0.1950
O -0.9437 1.1173 1.5967
O -2.9293 1.2008 0.0462
H -1.4989 4.8037 -1.5074
H -0.0215 4.5538 -2.7099
H 0.2311 5.2739 -0.9127
H -1.5130 2.3876 -2.4046
H 0.3481 2.1549 -2.8257
H 0.9657 -0.2187 0.4338
H 1.6475 1.4111 -0.2193
H 1.8424 -1.6399 -1.4415
H 2.4585 1.1164 -3.2076
H 2.8155 -0.7425 -3.6983
H 1.0523 -0.0749 -3.6897
H -3.1523 -0.4261 -2.1509
H -0.8600 0.1541 1.9142
H -3.0767 1.6790 -0.8439
C -0.5399 -2.8033 4.7119
C 0.3778 -3.9596 4.3240
O 0.4920 -3.8855 2.9048
S 0.3990 -2.3229 2.4467
O 1.7445 -1.8245 2.2670
O -0.6262 -2.2032 1.4362
O -0.1814 -1.7259 3.8483
H -1.5894 -3.0538 4.5263
H -0.4160 -2.5110 5.7581
H -0.0228 -4.9295 4.6285
H 1.3780 -3.8291 4.7506
*
```

Here are the Löwdin charges for atoms 1 to 4, given in e:
1. C -0.109
2. O -0.257
3. C -0.110
4. C -0.275

=====

What did the first record say?
C9H17N2S | ωB97M-V/def2-TZVPD

Kohn-Sham gap = 0.32845 Ha
Total energy = -860.43862 a.u.

The geometry in ORCA input format:
```
! RIJCOSX wB97M-V def2-TZVPD def2/J DEFGRID3
* xyz 1 1
C -3.2954 -1.7466 0.2663
C -0.2631 1.3748 -0.8317
C -2.2964 -0.6974 0.8213
C -1.6885 1.0908 -0.8483
C -2.2017 -0.2853 -0.5704
C 1.9595 -0.1926 1.7591
C 1.8093 -1.0088 -0.7660
C 2.8119 1.1140 -0.2521
C 1.7202 0.1486 0.2577
N -3.0802 -1.1499 -1.0542
N 0.3048 0.7191 0.3132
S -2.5247 1.1586 0.8345
H -3.0162 -2.7519 0.2197
H -4.2431 -1.5488 0.6946
H 0.1364 1.1361 -1.8631
H -0.1720 2.4449 -0.6664
H -1.4369 -0.9633 1.5370
H -2.3418 1.6329 -1.4784
H 2.8874 0.1855 2.1171
H 1.1587 0.0460 2.3392
H 2.1074 -1.3347 1.8634
H 2.9077 -1.2803 -0.8670
H 1.5375 -0.6459 -1.6607
H 1.3251 -1.8620 -0.4928
H 3.0284 1.2420 -1.2996
H 2.4827 1.9927 0.2048
H 3.8194 0.8591 0.1678
H -3.8043 -1.0517 -1.8234
H 0.3681 1.3742 1.0785
*
```

Here are the Löwdin charges for atoms 1 to 4, given in e:
1. C -0.057
2. C -0.236
3. C -0.321
4. C -0.342

=====

Copy entry 1 word for word.
C9H17N2S | ωB97M-V/def2-TZVPD

Kohn-Sham gap = 0.32845 Ha
Total energy = -860.43862 a.u.

The geometry in ORCA input format:
```
! RIJCOSX wB97M-V def2-TZVPD def2/J DEFGRID3
* xyz 1 1
C -3.2954 -1.7466 0.2663
C -0.2631 1.3748 -0.8317
C -2.2964 -0.6974 0.8213
C -1.6885 1.0908 -0.8483
C -2.2017 -0.2853 -0.5704
C 1.9595 -0.1926 1.7591
C 1.8093 -1.0088 -0.7660
C 2.8119 1.1140 -0.2521
C 1.7202 0.1486 0.2577
N -3.0802 -1.1499 -1.0542
N 0.3048 0.7191 0.3132
S -2.5247 1.1586 0.8345
H -3.0162 -2.7519 0.2197
H -4.2431 -1.5488 0.6946
H 0.1364 1.1361 -1.8631
H -0.1720 2.4449 -0.6664
H -1.4369 -0.9633 1.5370
H -2.3418 1.6329 -1.4784
H 2.8874 0.1855 2.1171
H 1.1587 0.0460 2.3392
H 2.1074 -1.3347 1.8634
H 2.9077 -1.2803 -0.8670
H 1.5375 -0.6459 -1.6607
H 1.3251 -1.8620 -0.4928
H 3.0284 1.2420 -1.2996
H 2.4827 1.9927 0.2048
H 3.8194 0.8591 0.1678
H -3.8043 -1.0517 -1.8234
H 0.3681 1.3742 1.0785
*
```

Here are the Löwdin charges for atoms 1 to 4, given in e:
1. C -0.057
2. C -0.236
3. C -0.321
4. C -0.342

=====

Q: Among the records above, which one has the lowest Kohn-Sham gap?
A: C9H18BF4LiO5